Entry from the OMol25 dataset: a 16-piece molecular cluster, C56H153N9O19 overall (wB97M-V/def2-TZVPD).

Last column: Löwdin charge in e.
Cartesian coordinates (Å):
1 C 8.7393 -0.1511 6.0175  -0.059
2 C 7.5847 -1.0914 5.6622  -0.426
3 C 7.5100 -1.3496 4.1656  -0.237
4 O 7.1478 -0.1550 3.5227  -0.187
5 C 7.4421 -0.1338 2.1394  -0.079
6 N 7.8303 -2.3276 6.3916  0.030
7 H 8.3575 0.8671 6.0802  0.075
8 H 9.5363 -0.1336 5.2658  0.077
9 H 9.2700 -0.4136 6.9310  0.072
10 H 6.6446 -0.6204 5.9387  0.137
11 H 6.8210 -2.1674 3.9119  0.126
12 H 8.4874 -1.6794 3.7766  0.113
13 H 8.5293 -0.0352 2.0529  0.097
14 H 6.9256 0.6636 1.6158  0.052
15 H 7.0737 -1.0843 1.7298  0.078
16 H 7.1966 -3.0801 6.1448  0.070
17 H 8.7711 -2.6642 6.2329  0.067
18 C -4.0245 -4.1362 1.4311  -0.057
19 C -5.1643 -4.0154 0.4667  -0.423
20 C -4.9304 -4.7539 -0.8383  -0.196
21 O -6.1558 -4.7710 -1.5585  -0.236
22 C -6.1482 -5.6519 -2.6693  -0.091
23 N -6.4323 -4.4197 1.1061  0.055
24 H -3.8493 -5.1840 1.7077  0.089
25 H -4.2274 -3.6905 2.4065  0.067
26 H -3.1289 -3.7024 0.9862  0.071
27 H -5.2724 -2.9650 0.1616  0.128
28 H -4.6481 -5.8130 -0.6809  0.130
29 H -4.1617 -4.4035 -1.5393  0.127
30 H -6.3162 -6.6522 -2.2541  0.090
31 H -5.1680 -5.6106 -3.1513  0.089
32 H -6.9430 -5.4044 -3.3631  0.087
33 H -6.2406 -5.3647 1.4643  0.098
34 H -7.1040 -4.6856 0.3794  0.088
35 C -6.3699 1.6466 4.8068  -0.070
36 C -5.5610 2.7834 5.4144  -0.422
37 C -6.4510 3.7912 6.1080  -0.212
38 O -5.6852 4.8080 6.7232  -0.183
39 C -5.2334 5.7444 5.7623  -0.097
40 N -4.5499 2.1583 6.3225  0.042
41 H -6.8166 1.9031 3.8412  0.079
42 H -7.1814 1.3017 5.4575  0.078
43 H -5.8139 0.7291 4.5977  0.059
44 H -4.9042 3.1455 4.6235  0.097
45 H -6.9829 3.2921 6.9261  0.131
46 H -7.2815 4.1457 5.4835  0.131
47 H -6.0968 6.2132 5.2808  0.090
48 H -4.6436 5.3110 4.9515  0.074
49 H -4.6337 6.4820 6.2865  0.090
50 H -5.0228 1.4311 6.8523  0.063
51 H -4.2299 2.8902 6.9549  0.066
52 C -3.1228 2.1172 -2.8176  -0.053
53 C -3.0133 2.8881 -4.1331  -0.396
54 C -2.1007 4.0910 -4.0230  -0.188
55 O -2.3259 4.9107 -5.1720  -0.178
56 C -1.7780 6.1872 -4.9534  -0.127
57 N -2.6921 1.8760 -5.1750  0.047
58 H -3.4724 2.7867 -2.0195  0.064
59 H -2.2975 1.5153 -2.4498  0.074
60 H -4.0209 1.4879 -2.8737  0.072
61 H -4.0215 3.2750 -4.3289  0.143
62 H -1.0711 3.7138 -4.0299  0.122
63 H -2.3873 4.6379 -3.1249  0.127
64 H -0.7733 6.2422 -4.5238  0.084
65 H -2.4748 6.8333 -4.4141  0.089
66 H -1.6057 6.6752 -5.9214  0.087
67 H -2.2321 2.3246 -5.9721  0.090
68 H -3.5806 1.5744 -5.5661  0.087
69 C 4.4459 5.9804 -0.8762  -0.067
70 C 3.7377 4.8849 -1.6717  -0.430
71 C 3.7309 3.5731 -0.9098  -0.221
72 O 5.0618 3.1175 -0.8780  -0.197
73 C 5.3840 2.2381 0.1763  -0.096
74 N 2.3783 5.3277 -2.0508  0.057
75 H 5.4510 5.6581 -0.5785  0.078
76 H 4.0876 6.1170 0.1556  0.083
77 H 4.4260 6.9251 -1.4138  0.075
78 H 4.3702 4.7506 -2.5560  0.129
79 H 3.0567 2.8162 -1.3426  0.106
80 H 3.2885 3.6824 0.0940  0.130
81 H 4.8134 1.3196 0.0168  0.077
82 H 5.1956 2.7195 1.1432  0.100
83 H 6.4523 2.0355 0.2029  0.073
84 H 2.4044 5.3813 -3.0671  0.035
85 H 2.2792 6.2924 -1.7563  0.057
86 C -2.6414 3.5019 2.6881  -0.041
87 C -3.8931 3.5770 1.7652  -0.401
88 C -3.7280 4.7784 0.8488  -0.226
89 O -3.6966 5.9285 1.6735  -0.203
90 C -3.4004 7.1006 0.9259  -0.097
91 N -3.9469 2.3360 0.9659  0.074
92 H -1.8323 3.2211 2.0160  0.082
93 H -2.8157 2.7516 3.4626  0.068
94 H -2.4803 4.4457 3.2080  0.072
95 H -4.7954 3.6611 2.3709  0.124
96 H -4.5850 4.9088 0.1737  0.130
97 H -2.8278 4.6176 0.2374  0.125
98 H -2.4634 6.9810 0.3825  0.087
99 H -3.4736 7.9055 1.6517  0.089
100 H -4.2021 7.2841 0.1966  0.085
101 H -3.5419 1.6089 1.5483  0.032
102 H -3.2539 2.4277 0.2269  0.054
103 C 1.3031 -2.0539 3.6609  -0.053
104 C -0.1023 -1.4804 3.6110  -0.294
105 O 0.0111 -0.2387 2.8599  -0.119
106 H 1.9718 -1.3439 4.1374  0.088
107 H 1.6323 -2.2326 2.6373  0.065
108 H 1.2676 -3.0374 4.1303  0.059
109 H -0.4672 -1.2618 4.6164  0.103
110 H -0.8053 -2.0648 3.0105  0.105
111 H -0.8693 0.1593 2.7880  0.068
112 C -7.4528 -1.5931 4.9338  -0.081
113 C -6.6805 -2.3361 3.8498  -0.315
114 O -7.2508 -2.0427 2.5868  -0.105
115 H -8.2713 -2.0760 5.4680  0.075
116 H -7.9825 -0.7437 4.4882  0.065
117 H -6.7460 -1.1395 5.6286  0.058
118 H -6.7280 -3.4293 3.9720  0.108
119 H -5.6040 -2.1745 4.0230  0.092
120 H -7.0283 -2.7914 1.9853  0.045
121 C -6.6028 0.1615 -0.3173  -0.076
122 C -6.7485 0.9178 0.9923  -0.312
123 O -8.0535 0.5961 1.5344  -0.119
124 H -5.6420 0.2545 -0.8180  0.032
125 H -7.3660 0.5758 -0.9820  0.080
126 H -6.8579 -0.8908 -0.1920  0.069
127 H -6.8307 2.0044 1.0012  0.102
128 H -6.0026 0.6800 1.7536  0.066
129 H -7.9852 -0.1770 2.1101  0.033
130 C -5.3676 -1.4444 -3.1829  -0.072
131 C -4.3563 -1.7131 -4.3009  -0.293
132 O -3.2143 -2.4197 -3.7825  -0.099
133 H -4.8904 -0.7671 -2.4801  0.037
134 H -5.6472 -2.4260 -2.8034  0.065
135 H -6.2615 -0.9718 -3.5972  0.083
136 H -3.9297 -0.8019 -4.7294  0.091
137 H -4.8725 -2.3506 -5.0266  0.108
138 H -2.4981 -1.7854 -3.9057  0.024
139 C 2.5504 -6.2650 -2.0327  -0.082
140 C 2.2669 -4.7679 -1.9476  -0.285
141 O 3.4370 -4.1433 -1.4111  -0.111
142 H 2.8892 -6.6994 -1.0884  0.076
143 H 3.2354 -6.5213 -2.8343  0.076
144 H 1.5836 -6.7781 -2.1229  0.074
145 H 1.4317 -4.5851 -1.2619  0.102
146 H 2.0036 -4.4367 -2.9546  0.111
147 H 3.5105 -3.2605 -1.7972  0.060
148 C -1.6404 -3.3913 5.6576  -0.089
149 C -0.9073 -4.4363 4.8186  -0.304
150 O -1.8324 -5.2795 4.1366  -0.075
151 H -2.0866 -2.6564 4.9780  0.048
152 H -0.9511 -2.8194 6.2876  0.079
153 H -2.4364 -3.7652 6.3011  0.075
154 H -0.3028 -5.0372 5.5181  0.115
155 H -0.2051 -3.9779 4.1277  0.066
156 H -2.3441 -5.7502 4.7990  0.081
157 C 0.2795 -2.3425 -4.9843  -0.083
158 C -0.5584 -1.1758 -5.4779  -0.319
159 O -1.0022 -0.3812 -4.3749  -0.137
160 H 1.1331 -2.0238 -4.3940  0.056
161 H 0.7312 -2.7378 -5.9164  0.082
162 H -0.2671 -3.2517 -4.7414  0.076
163 H -1.4403 -1.6571 -5.9381  0.108
164 H -0.0828 -0.5989 -6.2754  0.111
165 H -1.5955 0.3321 -4.7206  0.033
166 C 3.1611 0.6714 -3.4042  -0.118
167 O 3.7709 0.7728 -4.6795  -0.208
168 C 4.5080 1.9901 -4.8316  -0.193
169 C 3.5987 3.1852 -5.1020  -0.203
170 N 2.5641 2.7747 -6.0963  -0.021
171 C 1.4692 3.7372 -6.0032  -0.218
172 C 1.8186 5.1395 -6.4282  -0.240
173 O 2.1926 6.0060 -5.3798  -0.210
174 C 2.6376 7.2399 -5.8777  -0.117
175 H 2.3616 1.4240 -3.3243  0.090
176 H 3.9089 0.6486 -2.6035  0.084
177 H 2.6422 -0.2906 -3.3451  0.074
178 H 5.1595 1.7864 -5.6797  0.125
179 H 5.0497 2.1622 -3.8966  0.119
180 H 4.2081 4.0383 -5.3891  0.123
181 H 3.1498 3.3369 -4.1076  0.091
182 H 2.2994 1.9090 -5.6275  0.088
183 H 0.9348 3.6311 -5.0448  0.108
184 H 0.6238 3.4627 -6.6547  0.116
185 H 1.0209 5.5984 -7.0291  0.117
186 H 2.6078 5.0957 -7.1959  0.131
187 H 2.0181 7.5974 -6.7150  0.088
188 H 3.6507 7.1687 -6.2950  0.093
189 H 2.5782 8.0145 -5.1158  0.088
190 C 3.9942 -1.3187 0.6146  -0.091
191 O 3.3975 -0.8283 -0.5776  -0.229
192 C 2.0190 -0.5405 -0.3911  -0.216
193 C 1.0992 -1.7314 -0.5057  -0.192
194 N -0.1425 -1.5972 0.2615  -0.036
195 C -1.1453 -0.7269 -0.3467  -0.190
196 C -2.4565 -0.9357 0.3779  -0.195
197 O -2.5652 -0.2412 1.6124  -0.208
198 C -3.6421 -0.7419 2.3549  -0.122
199 H 3.7112 -0.5716 1.3607  0.092
200 H 5.0552 -1.5104 0.4936  0.067
201 H 3.5422 -2.2720 0.9087  0.081
202 H 1.6939 0.3323 -0.9774  0.117
203 H 1.9044 -0.0069 0.5711  0.123
204 H 1.5742 -2.6476 -0.1304  0.097
205 H 0.8804 -2.0520 -1.5272  0.115
206 H 0.0731 -1.2289 1.1906  0.059
207 H -1.2204 -0.8553 -1.4285  0.113
208 H -0.8339 0.3369 -0.2955  0.123
209 H -2.5802 -2.0199 0.4817  0.098
210 H -3.2790 -0.5979 -0.2764  0.119
211 H -4.5152 -1.1535 1.8338  0.082
212 H -4.0184 0.0228 3.0403  0.084
213 H -3.3611 -1.5789 3.0139  0.074
214 C 5.4192 -1.9504 -3.0420  -0.111
215 O 5.7155 -3.3259 -2.9835  -0.189
216 C 7.0040 -3.5461 -2.4254  -0.211
217 C 7.0157 -4.9797 -1.8899  -0.204
218 N 6.0499 -5.2737 -0.8440  -0.036
219 C 6.4546 -4.7817 0.4904  -0.197
220 C 7.9112 -4.7468 0.8641  -0.255
221 O 8.0283 -4.4199 2.2317  -0.186
222 C 9.3774 -4.3407 2.6074  -0.129
223 H 5.6136 -1.4516 -2.0825  0.081
224 H 4.3642 -1.8226 -3.2705  0.073
225 H 6.0613 -1.4291 -3.7625  0.098
226 H 7.2118 -2.8535 -1.6011  0.111
227 H 7.7204 -3.4040 -3.2403  0.125
228 H 8.0224 -5.2706 -1.6004  0.106
229 H 6.7133 -5.6038 -2.7372  0.117
230 H 5.0979 -4.9313 -0.9540  0.063
231 H 5.8786 -5.3381 1.2404  0.122
232 H 6.0588 -3.7558 0.6201  0.102
233 H 8.4110 -3.9735 0.2545  0.116
234 H 8.4791 -5.6591 0.6316  0.129
235 H 9.4302 -4.0721 3.6588  0.077
236 H 9.8949 -3.5933 1.9859  0.090
237 H 9.9667 -5.2543 2.4456  0.089

Cartesian forces, eV/Å:
0.183 0.690 -0.495
1.014 -0.467 -0.241
0.414 0.033 -0.499
-0.633 0.905 0.001
0.044 -0.995 0.633
-0.518 -0.417 0.365
0.230 0.077 0.145
-0.266 -0.116 -0.260
-0.508 -0.058 0.298
-0.169 -0.222 0.370
-0.219 0.085 0.128
0.112 -0.006 0.244
-0.041 -0.095 -0.528
0.008 0.210 0.402
0.378 0.049 -0.387
-0.036 0.110 -0.074
0.049 0.079 -0.053
0.260 -0.624 0.454
-0.521 0.889 -0.740
-0.178 -1.594 -0.920
-0.510 0.761 -0.232
0.484 -0.243 1.011
0.180 -1.252 -0.231
0.209 -0.007 -0.407
-0.091 0.460 -0.254
0.088 -0.299 0.310
-0.094 0.049 0.234
-0.019 0.086 0.488
0.209 0.685 0.554
0.082 -0.220 -0.446
-0.101 -0.082 -0.292
-0.069 0.212 0.020
-0.034 0.427 0.529
0.111 0.720 -0.102
-0.707 -0.297 -0.456
1.009 -1.925 -0.170
-0.113 -0.402 0.603
-0.120 0.147 -0.520
-0.235 0.200 -0.050
-0.642 0.495 -0.071
-0.135 0.214 0.158
-0.014 0.308 0.093
0.523 0.307 0.140
-0.504 0.828 -0.161
0.272 -0.205 0.048
0.405 0.447 -0.351
0.002 0.250 0.070
0.175 -0.220 0.137
-0.013 0.100 -0.016
0.171 0.179 0.282
0.007 -0.322 0.139
-1.641 0.494 0.744
-0.557 -0.866 0.661
-0.464 -0.913 -1.214
0.697 -0.159 0.593
0.214 1.149 -1.185
0.344 0.735 -0.719
0.497 0.187 0.015
0.377 0.110 -0.384
0.371 -0.413 -0.269
0.141 0.164 0.002
0.170 0.449 0.418
0.347 -0.007 0.201
-0.115 -0.610 0.521
0.067 -0.092 0.329
-0.405 -0.226 -0.081
-0.055 0.028 0.257
0.091 -0.192 0.082
0.534 -0.626 1.265
0.094 0.692 0.468
-0.580 -0.474 0.272
0.682 0.221 -0.046
-0.395 0.283 -0.028
0.593 -0.213 -0.469
0.246 0.211 -0.907
-0.938 0.149 -0.409
0.281 0.054 0.048
-0.226 -0.251 -0.128
0.214 0.130 -0.495
0.415 0.391 0.122
0.089 -0.210 0.519
-0.452 -0.235 0.064
0.044 0.005 -0.625
-0.533 -0.023 -0.007
-0.183 -0.050 0.114
-1.256 0.244 -0.112
1.184 -0.436 0.138
-1.102 -0.023 0.462
0.665 0.048 -0.468
-1.154 -0.523 0.274
-0.028 0.447 0.050
0.425 0.076 0.378
0.228 -0.231 -0.121
0.283 0.036 -0.172
-0.158 0.120 -0.115
0.052 -0.361 -0.180
0.201 0.365 0.123
0.264 0.374 0.215
0.639 0.232 -0.158
0.088 -0.059 -0.132
-0.221 -0.147 -0.174
-0.028 -0.018 -0.117
-0.770 -0.325 -0.557
0.384 1.397 -0.868
0.199 0.085 0.689
0.115 -0.167 0.200
0.178 0.103 -0.081
0.531 0.344 0.315
-0.146 -0.117 -0.153
0.006 -0.587 0.539
0.093 -0.212 -0.123
-0.178 0.972 -0.080
-0.694 -1.368 0.703
0.803 0.098 -0.209
0.397 -0.677 -0.045
0.312 0.037 -0.260
-0.190 -0.225 0.318
-0.290 0.092 0.252
-0.027 0.721 -0.832
-0.130 0.146 0.273
-0.306 0.820 -0.199
-1.200 -0.426 1.314
-0.079 -0.020 0.242
0.150 0.120 0.232
0.079 -0.121 -0.168
0.170 -0.037 0.224
0.667 0.027 -0.959
0.195 -0.161 -0.278
0.175 -0.195 -0.318
0.623 0.119 -1.089
-0.001 -0.416 0.609
-0.387 0.161 -0.176
-0.248 -0.289 0.448
-0.010 0.199 0.591
0.001 0.056 0.088
-0.664 0.103 -0.360
0.386 0.232 -0.365
0.501 -0.177 0.314
-1.061 -0.224 0.694
0.458 -1.032 0.534
-0.599 0.529 -0.428
0.503 0.453 0.005
-0.007 -0.044 -0.040
0.137 0.026 -0.670
-0.077 0.002 -0.221
0.122 0.425 0.097
0.184 -0.100 0.210
0.160 0.917 -0.585
-0.427 -0.558 1.586
0.348 0.254 -0.455
-0.200 -0.155 0.179
0.040 -0.192 -0.005
0.115 -0.409 -0.064
0.038 -0.051 -0.269
-0.603 -0.296 -0.267
-0.003 0.002 0.054
0.814 -0.138 -2.367
-1.210 -0.918 0.391
-0.217 0.210 -0.380
-0.224 -0.274 0.598
0.259 0.318 0.157
-0.250 0.474 1.211
0.072 0.302 -0.147
0.312 0.188 0.358
0.322 -0.119 0.287
-0.480 -0.482 -0.426
0.019 0.049 0.178
-0.045 -0.524 -0.333
-0.079 -1.245 0.336
0.907 0.918 1.228
-1.555 -0.759 -0.242
0.296 0.318 -0.877
-0.137 -0.071 0.371
0.008 0.426 -0.718
0.372 0.093 0.557
-0.213 0.532 0.062
0.106 0.016 -0.215
0.238 0.154 0.103
0.393 0.135 -0.198
-0.188 0.169 -0.101
-0.270 0.750 -0.235
-0.554 -0.200 -0.813
0.525 0.800 0.372
0.553 -0.349 -0.404
-0.448 -0.010 0.508
0.357 -0.289 0.330
-0.167 -0.175 0.128
0.061 -0.016 0.271
0.185 -0.244 0.245
-1.300 -0.048 0.134
0.084 -0.154 -0.907
0.109 1.419 0.661
-0.367 -1.075 0.700
0.130 -0.110 -0.749
0.693 0.947 0.795
-0.590 0.042 -1.621
0.086 -0.457 -0.280
-0.728 -0.643 1.690
0.780 -0.170 0.554
0.109 0.466 -0.180
-0.011 -0.051 0.012
0.418 -0.574 -0.994
-0.038 -0.880 0.475
0.404 0.388 0.274
-0.193 0.579 -0.237
-0.025 -0.014 -0.353
-0.254 -0.720 0.068
-0.275 0.016 0.301
0.070 0.294 0.351
0.011 0.035 0.162
0.258 0.479 -0.718
0.114 0.217 -0.193
0.458 0.077 -0.147
0.381 0.260 0.181
0.086 0.391 0.509
-0.307 -0.570 -0.053
-1.218 0.099 -1.051
1.455 -0.155 1.592
-1.550 0.402 0.193
0.510 0.169 -0.677
-0.022 -0.377 -0.045
0.546 0.331 -0.320
-0.152 -0.152 0.112
0.040 0.003 -0.282
-0.260 -0.045 -0.274
-0.063 0.239 -0.106
0.414 -0.002 0.233
0.006 -0.077 0.113
0.313 -0.066 -0.075
0.353 -0.068 -0.930
0.339 -0.221 -0.031
0.367 0.066 0.088
0.025 0.086 0.168
-0.366 -0.270 0.165
-0.029 0.081 0.009
-0.064 0.216 0.270
-0.457 -0.277 0.078

Net charge: 0
HOMO-LUMO gap: 8.57 eV